# 1
{
  "formula": "C19H18ClN3O3S",
  "method": "wB97M-V/def2-TZVPD",
  "gap_ev": 8.7,
  "energy_ha": -1983.23072,
  "multiplicity": 1,
  "smiles": "CCC(=O)N(Cc1ccco1)c1nc(C(=O)Nc2ccc(Cl)cc2)c(C)s1",
  "de_lowest_kcal_mol": 0.4,
  "lumo_energy_ev": 0.32,
  "total_charge": 0,
  "elements": ["C", "H", "H", "H", "C", "C", "O", "N", "C", "N", "C", "C", "S", "C", "H", "H", "H", "C", "O", "N", "C", "C", "C", "C", "C", "C", "H", "H", "Cl", "H", "H", "H", "C", "C", "C", "C", "C", "O", "H", "H", "H", "H", "H", "H", "H"],
  "xyz": [[0.01, 2.70, 1.45], [1.04, 2.97, 1.23], [-0.01, 1.73, 1.93], [-0.40, 3.45, 2.13], [-0.81, 2.69, 0.16], [-2.27, 2.46, 0.47], [-3.05, 3.38, 0.59], [-2.72, 1.15, 0.66], [-1.97, 0.01, 0.58], [-0.70, -0.07, 0.42], [-0.25, -1.37, 0.41], [-1.21, -2.32, 0.58], [-2.76, -1.56, 0.74], [-1.07, -3.80, 0.62], [-1.65, -4.26, -0.17], [-0.02, -4.06, 0.49], [-1.42, -4.18, 1.57], [1.21, -1.61, 0.25], [1.71, -2.72, 0.21], [1.89, -0.43, 0.14], [3.25, -0.22, -0.04], [3.69, 1.10, -0.16], [5.03, 1.38, -0.34], [5.94, 0.34, -0.40], [5.52, -0.97, -0.28], [4.18, -1.25, -0.10], [3.85, -2.27, -0.01], [6.24, -1.77, -0.32], [7.62, 0.69, -0.62], [5.37, 2.40, -0.44], [2.97, 1.91, -0.12], [1.31, 0.39, 0.19], [-4.15, 0.99, 0.88], [-4.82, 0.37, -0.31], [-5.81, -0.57, -0.40], [-6.05, -0.74, -1.79], [-5.19, 0.09, -2.42], [-4.44, 0.77, -1.54], [-5.01, 0.29, -3.46], [-6.76, -1.40, -2.24], [-6.30, -1.07, 0.41], [-4.33, 0.37, 1.76], [-4.54, 1.99, 1.05], [-0.45, 1.92, -0.52], [-0.75, 3.66, -0.32]],
  "nbo_charge": [-0.603, 0.210, 0.218, 0.219, -0.502, 0.717, -0.583, -0.465, 0.294, -0.522, -0.013, -0.130, 0.383, -0.666, 0.225, 0.277, 0.224, 0.662, -0.616, -0.620, 0.230, -0.253, -0.215, -0.060, -0.208, -0.256, 0.260, 0.229, 0.000, 0.229, 0.208, 0.424, -0.279, 0.255, -0.297, -0.312, 0.092, -0.402, 0.207, 0.231, 0.229, 0.223, 0.279, 0.239, 0.234]
}

# 2
{
  "formula": "C15H17N7O4S",
  "method": "wB97M-V/def2-TZVPD",
  "gap_ev": 7.8,
  "energy_ha": -1664.04871,
  "multiplicity": 1,
  "smiles": "O=C(c1c[nH]nn1)N1C[C@H]2CC[C@@H](C1)N2S(=O)(=O)c1cccc2c1NON2",
  "de_lowest_kcal_mol": 0.0,
  "lumo_energy_ev": 0.36,
  "total_charge": 0,
  "elements": ["O", "O", "O", "N", "N", "O", "C", "C", "C", "C", "C", "C", "C", "C", "C", "N", "N", "N", "N", "N", "C", "C", "C", "C", "C", "C", "S", "H", "H", "H", "H", "H", "H", "H", "H", "H", "H", "H", "H", "H", "H", "H", "H", "H"],
  "xyz": [[-1.90, -1.90, -1.76], [1.33, 3.56, 1.87], [3.37, 2.47, 1.16], [-3.12, 1.33, -2.87], [-4.25, 1.54, -3.46], [4.99, -0.11, 4.36], [-1.87, -0.67, -1.84], [-2.96, -0.02, -2.56], [-4.06, -0.65, -3.06], [0.40, 0.12, 4.72], [1.53, -0.47, 5.35], [0.56, 0.99, 3.65], [2.77, -0.29, 4.74], [2.94, 0.51, 3.61], [1.81, 1.18, 3.06], [-4.83, 0.36, -3.62], [4.01, -0.79, 5.14], [4.33, 0.55, 3.34], [-0.80, 0.02, -1.27], [1.04, 1.43, 0.39], [0.10, -0.71, -0.35], [-0.63, 1.49, -1.43], [2.38, 0.30, -1.15], [1.92, 1.58, -1.75], [1.43, 0.04, 0.04], [0.72, 2.04, -0.89], [1.98, 2.29, 1.59], [-4.32, -1.71, -3.00], [-0.62, -0.07, 5.11], [1.45, -1.03, 6.29], [-0.28, 1.59, 3.28], [-5.79, 0.24, -3.94], [4.16, -0.89, 6.17], [4.73, 1.42, 2.90], [0.37, -1.66, -0.78], [-0.38, -0.92, 0.58], [-1.45, 2.03, -0.92], [-0.62, 1.76, -2.48], [3.43, 0.45, -0.78], [2.42, -0.57, -1.79], [2.71, 2.33, -1.64], [1.63, 1.51, -2.81], [1.94, -0.49, 0.90], [0.68, 3.11, -0.81]],
  "nbo_charge": [-0.620, -0.920, -0.953, -0.230, -0.030, -0.223, 0.658, -0.074, -0.026, -0.223, -0.225, -0.198, 0.067, 0.206, -0.375, -0.341, -0.320, -0.342, -0.433, -0.679, -0.212, -0.209, -0.442, -0.436, -0.050, -0.048, 2.249, 0.253, 0.228, 0.225, 0.247, 0.422, 0.392, 0.431, 0.225, 0.202, 0.214, 0.218, 0.229, 0.218, 0.228, 0.214, 0.241, 0.242]
}